No. 1
The following is a DFT calculation (ωB97M-V/def2-TZVPD) of a structure of composition C35H66I3N2O19PS2 at a distorted geometry.

Element x y z (Å)
C1 2.405 0.160 3.956
C2 1.122 -0.577 3.581
O1 0.331 0.184 2.671
C3 -0.203 -0.639 1.654
C4 -1.422 0.032 1.032
C5 -1.767 -0.531 -0.357
C6 -2.005 -2.073 -0.154
I1 -0.356 -3.335 -0.646
C7 -3.330 -2.649 -0.678
C8 -3.519 -2.779 -2.182
O2 -3.059 -0.037 -0.832
S1 -3.386 1.492 -0.734
O3 -3.725 1.887 0.597
O4 -4.390 1.735 -1.720
C9 -1.808 2.360 -1.232
I2 -2.247 3.370 -3.112
N1 -1.562 3.293 -0.144
C10 -1.400 4.493 -0.258
S2 -0.990 5.988 -0.268
C11 -0.535 1.466 -1.464
P1 0.934 2.008 -0.458
N2 2.216 1.332 -1.066
C12 -0.713 -0.076 -1.389
C13 -0.935 -0.594 -2.819
C14 0.230 -0.481 -3.814
C15 -0.265 -1.070 -5.150
I3 2.005 -1.554 -3.278
H1 2.288 1.238 3.882
H2 2.674 -0.106 4.979
H3 3.229 -0.185 3.332
H4 0.519 -0.777 4.471
H5 1.392 -1.536 3.135
H6 0.583 -0.883 0.930
H7 -0.514 -1.592 2.096
H8 -1.276 1.111 1.041
H9 -2.277 -0.153 1.688
H10 -2.094 -2.196 0.922
H11 -4.160 -2.131 -0.198
H12 -3.349 -3.663 -0.266
H13 -4.550 -3.057 -2.404
H14 -2.886 -3.569 -2.588
H15 -3.334 -1.851 -2.718
H16 -0.194 1.720 -2.464
H17 0.698 1.740 0.897
H18 0.983 3.404 -0.591
H19 2.689 0.750 -0.384
H20 0.258 -0.451 -1.052
H21 -1.719 0.029 -3.270
H22 -1.264 -1.629 -2.840
H23 0.497 0.556 -4.012
H24 -0.951 -0.378 -5.643
H25 -0.839 -1.977 -4.951
H26 0.573 -1.319 -5.795
C16 8.914 -3.408 -3.105
C17 8.972 -3.064 -1.632
O5 8.298 -1.832 -1.335
C18 6.967 -1.892 -1.331
O6 6.301 -2.880 -1.517
O7 6.496 -0.675 -1.072
C19 5.067 -0.576 -1.111
H27 9.313 -2.587 -3.702
H28 9.502 -4.304 -3.303
H29 7.889 -3.590 -3.425
H30 10.003 -2.897 -1.324
H31 8.562 -3.864 -1.016
H32 4.610 -1.311 -0.450
H33 4.702 -0.712 -2.126
H34 4.819 0.426 -0.778
C20 -1.175 7.404 3.439
C21 -0.630 8.500 2.549
O8 -0.851 9.807 3.102
C22 -0.053 10.141 4.115
O9 0.837 9.471 4.572
O10 -0.402 11.358 4.532
C23 0.333 11.825 5.667
H35 -2.233 7.575 3.646
H36 -1.065 6.435 2.952
H37 -0.647 7.374 4.391
H38 -1.161 8.507 1.598
H39 0.431 8.360 2.342
H40 1.403 11.787 5.479
H41 0.089 11.230 6.546
H42 0.021 12.854 5.824
C24 5.247 -5.348 3.890
C25 3.859 -5.453 3.294
O11 2.878 -5.857 4.262
C26 2.506 -4.941 5.148
O12 2.885 -3.800 5.233
O13 1.568 -5.477 5.930
C27 1.119 -4.594 6.956
H43 5.527 -6.289 4.366
H44 5.971 -5.119 3.108
H45 5.292 -4.564 4.644
H46 3.834 -6.230 2.533
H47 3.551 -4.517 2.827
H48 0.819 -3.639 6.529
H49 1.887 -4.448 7.714
H50 0.259 -5.074 7.417
C28 -5.594 -0.174 -10.850
C29 -5.433 -0.120 -9.347
O14 -4.136 -0.571 -8.922
C30 -3.138 0.286 -9.122
O15 -3.229 1.393 -9.587
O16 -2.009 -0.289 -8.702
C31 -0.834 0.496 -8.914
H51 -5.388 -1.180 -11.218
H52 -6.612 0.098 -11.127
H53 -4.908 0.512 -11.343
H54 -6.133 -0.801 -8.867
H55 -5.617 0.881 -8.958
H56 -0.938 1.483 -8.469
H57 -0.622 0.593 -9.978
H58 -0.019 -0.034 -8.429
C32 -3.844 -4.152 5.789
C33 -2.724 -3.148 5.619
O17 -2.722 -2.538 4.314
C34 -3.655 -1.610 4.097
O18 -4.470 -1.220 4.891
O19 -3.512 -1.169 2.844
C35 -4.493 -0.206 2.439
H59 -3.803 -4.903 4.999
H60 -3.756 -4.650 6.754
H61 -4.817 -3.666 5.740
H62 -1.760 -3.650 5.686
H63 -2.757 -2.377 6.388
H64 -4.522 0.634 3.128
H65 -5.475 -0.673 2.381
H66 -4.193 0.142 1.455

Properties
Total energy in eV: -134507.6641
Orbital gap in eV: 7.69
Lowest unoccupied orbital energy in Eh: -0.0391

Here are the Löwdin charges for atoms 1 to 99, given in e: -0.0578, -0.2540, -0.1566, -0.2468, -0.1043, -0.4013, -0.6014, 0.9985, -0.2915, -0.1070, -0.1896, 0.5804, -0.2571, -0.3312, -0.7774, 1.0382, -0.0418, -0.8448, 0.8145, -0.4016, 0.8047, -0.2706, -0.3004, -0.2509, -0.7463, -0.1775, 0.8997, 0.0755, 0.0733, 0.0706, 0.1186, 0.1132, 0.0939, 0.1098, 0.0915, 0.0972, 0.0558, 0.1113, 0.1016, 0.0807, 0.0606, 0.0612, 0.0372, 0.0254, 0.0089, -0.0493, 0.0533, 0.1204, 0.0538, 0.0728, 0.0774, 0.0788, 0.0431, -0.0660, -0.2127, 0.0366, -0.6123, 0.1163, 0.0113, -0.0678, 0.0820, 0.0797, 0.0738, 0.1213, 0.1221, 0.0945, 0.0324, 0.0766, -0.0643, -0.2257, 0.0393, -0.6121, 0.1229, 0.0054, -0.0387, 0.0857, 0.0608, 0.0758, 0.0984, 0.1248, 0.0953, 0.0981, 0.0927, -0.0634, -0.2047, 0.0423, -0.6120, 0.1145, 0.0084, -0.0460, 0.0825, 0.0807, 0.0733, 0.1233, 0.1225, 0.0854, 0.1001, 0.0925, -0.0657



No. 2
The following is a DFT calculation (ωB97M-V/def2-TZVPD) of a cluster of 2 separate species, C4H6I2 in total at a distorted geometry.

Element x y z (Å)
C1 1.727 -1.534 0.371
C2 0.797 -2.413 0.696
C3 -0.238 1.399 -0.749
C4 -1.726 1.816 -0.678
I1 -0.400 -2.008 2.398
I2 1.191 2.746 -0.069
H1 2.394 -1.658 -0.471
H2 1.561 -0.491 0.431
H3 0.733 -3.521 0.314
H4 -1.988 2.561 -1.481
H5 -1.921 2.261 0.254
H6 -2.131 0.842 -1.016

Properties
Total energy in eV: -20441.1761
Orbital gap (alpha / beta) in eV: 7.54 / 7.54
Lowest unoccupied orbital energy (alpha / beta) in Eh: -0.0354 / -0.0353

Atomic charges from the Löwdin analysis, expressed in e, are listed below: -0.1729, -0.6889, -0.5866, -0.2618, 0.6966, 0.7169, 0.0582, -0.0209, 0.0709, 0.0937, 0.0345, 0.0602



No. 3
The following is a DFT calculation (ωB97M-V/def2-TZVPD) of the ion C8H12N4 with charge +2 at a distorted geometry.

Element x y z (Å)
C1 -1.969 1.217 -3.128
N1 -1.015 1.048 -1.995
N2 -1.124 0.093 -1.220
C2 -0.074 0.299 -0.041
N3 0.937 -0.639 0.632
C3 2.260 -0.800 0.287
C4 2.824 -1.636 1.270
C5 1.764 -2.153 1.997
N4 0.645 -1.534 1.604
C6 -0.658 -1.571 2.339
C7 0.527 1.540 -0.493
C8 -0.033 1.934 -1.669
H1 -1.274 1.773 -3.818
H2 -2.412 0.174 -3.342
H3 -2.616 1.932 -2.754
H4 -0.818 0.541 0.706
H5 2.880 -0.413 -0.507
H6 3.855 -1.878 1.280
H7 1.664 -2.833 2.757
H8 -1.469 -1.099 1.645
H9 -0.826 -2.650 2.625
H10 -0.706 -1.102 3.348
H11 1.380 2.031 0.096
H12 0.067 2.749 -2.364

Properties
SMILES string: C[N+]1=N[C@@H](n2ccc[n+]2C)C=C1
Total energy in eV: -14429.6946
Total charge: +2
Orbital gap in eV: 8.55
Lowest unoccupied orbital energy in Eh: -0.3497

Atomic charges from the Löwdin analysis, expressed in e, are listed below: 0.1126, -0.1639, 0.2477, -0.1077, 0.0252, 0.0471, 0.0505, 0.0488, -0.0809, 0.0560, 0.0566, 0.0276, 0.1360, 0.1636, 0.0912, 0.1607, 0.1556, 0.1254, 0.1350, 0.1234, 0.1311, 0.1192, 0.1849, 0.1543



No. 4
The following is a DFT calculation (ωB97M-V/def2-TZVPD) of the molecule C2H5N3OS.

Element x y z (Å)
N1 2.079 0.472 -0.320
N2 1.611 -0.785 -0.527
C1 0.491 -1.087 0.003
N3 -0.198 -0.184 0.875
O1 -0.738 0.928 0.156
C2 -1.962 0.781 -0.341
S1 -2.967 -0.481 -0.225
H1 3.081 0.473 -0.426
H2 1.750 0.915 0.546
H3 0.065 -2.072 -0.166
H4 -0.999 -0.662 1.282
H5 -2.214 1.701 -0.858

Properties
SMILES string: N/N=C\NOC=S
Total energy in eV: -19504.8722
Orbital gap in eV: 9.23
Lowest unoccupied orbital energy in Eh: 0.0067

Atomic charges from the Löwdin analysis, expressed in e, are listed below: 0.0059, -0.0348, -0.2265, -0.0192, -0.1392, -0.7017, 0.7046, 0.0816, 0.0864, 0.1076, 0.0596, 0.0757



- Look up the total energy of the second one.
  -20441.1761 eV



- Look up the total energy of the second one.
  -20441.1761 eV